Record 1
Formula: CH5OS
Source: the Open Molecules 2025 dataset
Level of theory: wB97M-V/def2-TZVPD

Geometry as ORCA input:
```
! wB97M-V def2-TZVPD RIJCOSX def2/J DEFGRID3
* xyz 0 2
S 0.8032 -0.4056 -0.5633
O -2.5105 0.8805 -0.2356
C 1.1949 -0.1904 1.2100
H -2.5978 0.7022 -1.1769
H 2.2490 0.3497 1.4169
H 0.5674 0.4163 1.8603
H -1.6093 0.3822 0.0450
H 1.4547 -1.2631 1.4920
*
```

- ⟨S²⟩: 0.753
- E_HOMO (alpha / beta): -0.361 / -0.347 Ha
- E: -13998.8046 eV
- F_max: 3.7 eV Å⁻¹

Record 2
Formula: C10H20BaF12NO8PS2
Source: the Open Molecules 2025 dataset
Level of theory: wB97M-V/def2-TZVPD

Geometry as ORCA input:
```
! wB97M-V def2-TZVPD RIJCOSX def2/J DEFGRID3
* xyz 0 1
Ba -0.0581 0.0772 0.0613
S -2.4592 -1.5781 -1.7968
S -0.4122 -1.6990 -3.4512
P 2.0809 -2.4072 1.2528
F 1.3667 -1.0964 1.8940
F 1.6658 -3.1303 2.6223
F -1.8404 -4.2336 -1.7196
F 1.8433 -2.9899 -2.6026
F -3.8976 -3.8988 -1.1490
F 2.6571 -3.7871 0.4866
F 2.4256 -1.5261 -0.0757
F 0.5646 -2.6149 0.6670
F -2.2061 -3.3871 0.1901
F 2.0571 -0.8933 -2.7850
F 3.4996 -2.0191 1.9132
F 2.0338 -2.0654 -4.5736
O 1.8199 1.8145 1.2244
O 1.2186 1.8633 -1.4538
O -3.3048 -1.4682 -2.9993
O -2.7839 -0.7450 -0.6700
O -0.5551 -0.5328 -4.2880
O -1.6995 -0.3435 2.2654
O -0.9377 -2.9285 -3.9372
O -1.4750 2.0331 1.0258
N -0.6873 -1.3272 -2.0072
C -2.3661 0.7363 2.9424
C -2.6172 1.8975 1.9188
C 2.1644 1.5551 2.5530
C 1.5594 -1.9676 -3.3626
C -1.6949 3.1221 0.0830
C 0.9515 2.2210 -2.8127
C -1.6272 -1.5414 3.0517
C 2.4026 2.4872 -1.0682
C -2.6534 -3.4159 -1.0997
C 2.8629 1.9912 0.3094
H -2.6292 -1.6183 3.4739
H 3.2653 2.2997 -1.7075
H 0.5051 3.2084 -2.9304
H 2.3235 3.5736 -1.1087
H 1.7770 2.0352 -3.4998
H -2.7095 2.9985 -0.2956
H 2.4852 2.4656 3.0590
H -2.7905 2.8908 2.3327
H -1.6569 1.1358 3.6674
H -3.3131 0.4400 3.3935
H -1.1185 -1.5441 4.0157
H -0.9003 3.0861 -0.6623
H 3.4554 1.0841 0.1905
H 3.5855 2.7604 0.5820
H -1.2528 -2.3732 2.4550
H 1.3042 1.1619 3.0949
H -3.5706 1.7179 1.4220
H 0.1745 1.5813 -3.2312
H 2.8701 0.7391 2.7088
H -1.7028 4.1550 0.4311
*
```

- E_HOMO: -0.367 Ha
- E: -92832.1251 eV
- F_max: 6.1 eV Å⁻¹

Record 3
Formula: C9H14O
Source: the Open Molecules 2025 dataset
Level of theory: wB97M-V/def2-TZVPD

Geometry as ORCA input:
```
! wB97M-V def2-TZVPD RIJCOSX def2/J DEFGRID3
* xyz 0 1
O 2.7820 1.3056 -0.6777
C -2.9236 -1.0296 -0.7448
C -1.0944 0.4871 0.1275
C -1.3132 -0.0452 1.3494
C -1.7752 -0.1947 -0.9330
C -3.2708 -1.2713 0.5673
C 3.4617 -0.8679 -0.3901
C 0.0638 1.4720 -0.1565
C -2.5271 -0.8730 1.7229
C 3.8615 0.5414 -0.5043
H 2.9411 2.2479 -0.2867
H -1.3039 -0.2984 -1.8622
H 4.4769 0.8041 -1.3551
H 4.1963 -1.5569 -0.9058
H 4.5498 0.6664 0.3581
H -4.0859 -1.9392 0.8580
H 3.1488 -1.1682 0.7084
H -0.6749 0.0480 2.1249
H -3.3728 -1.4936 -1.6483
H 0.3479 2.2508 0.6547
H 2.5301 -0.9547 -1.0281
H -2.9343 -0.9508 2.7568
H 0.8849 0.6083 -0.1454
H 0.1433 1.9787 -1.0373
*
```

- E_HOMO: -0.307 Ha
- E: -11604.1026 eV
- SMILES: Cc1ccccc1.CCO
- F_max: 5.9 eV Å⁻¹

Record 4
Formula: C2H3N3O2
Source: the Open Molecules 2025 dataset
Level of theory: wB97M-V/def2-TZVPD

Geometry as ORCA input:
```
! wB97M-V def2-TZVPD RIJCOSX def2/J DEFGRID3
* xyz 0 1
O 0.8663 1.8473 0.0324
O 1.8652 -0.9212 -0.1081
N -0.4400 -1.3236 0.0948
N -1.2685 0.7335 -0.0678
N -1.4765 -0.5336 -0.0114
C 0.6135 -0.4834 0.0168
C 0.0871 0.7532 -0.0540
H 0.3368 2.6934 0.1331
H 1.8316 -1.9458 0.1775
H -2.4155 -0.8198 -0.2133
*
```

- E_HOMO: -0.323 Ha
- E: -10686.1621 eV
- SMILES: Oc1n[nH]nc1O
- F_max: 3.7 eV Å⁻¹

Record 5
Formula: C28H29N4O2S2Sn
Source: the Open Molecules 2025 dataset
Level of theory: wB97M-V/def2-TZVPD

Geometry as ORCA input:
```
! wB97M-V def2-TZVPD RIJCOSX def2/J DEFGRID3
* xyz 1 1
Sn 0.3142 -0.6528 0.3284
S 2.0783 -2.1746 1.2533
S 3.8753 -0.8304 -3.2745
O 1.0341 1.6605 1.1259
O -0.5853 -2.4352 -1.4056
N 1.8503 -0.3156 -1.7813
N 0.0062 3.5966 0.5207
N -0.1019 -0.7421 2.8556
N -1.8221 1.9416 -1.0365
C -3.5336 2.1384 -2.6937
C -1.0917 -0.0776 3.4221
C 1.9930 -1.5840 5.7924
C -1.2087 2.9992 -1.5594
C -2.0198 -4.3069 -1.1792
C 0.9501 -1.0320 5.0192
C 2.9516 -2.5084 3.7906
C -2.9613 1.5326 -1.5866
C 0.1514 0.3326 -3.4616
C 2.9634 -2.3261 5.1826
C 2.1477 -0.1221 -5.4049
C 0.9171 -1.2289 3.6133
C -0.0901 -0.2722 5.5897
C 1.9731 -1.9543 2.9982
C -0.1019 0.5368 -4.8005
C -2.2243 0.3780 2.5513
C 3.0849 -0.6963 -1.7524
C 0.3393 3.1517 2.8670
C 0.3803 -4.4894 -2.0892
C -0.7351 -3.6352 -1.5705
C 0.0972 3.4124 -0.9186
C 2.4084 -0.3161 -4.0524
C -1.1022 0.1972 4.8024
C 1.4243 -0.0879 -3.0769
C -2.8946 3.2406 -3.2379
C 0.8899 0.3193 -5.7637
C -1.7207 3.6883 -2.6516
C 0.4720 2.7170 1.4310
H -0.6824 3.4652 3.0845
H 1.9976 -1.4119 6.8610
H 3.7383 -3.0841 3.3212
H -3.0176 0.8337 3.1400
H -4.4505 1.7548 -3.1185
H -1.0805 0.8710 -5.1193
H 0.4426 4.3397 -1.3741
H -1.2012 4.5545 -3.0405
H 2.9075 -0.3169 -6.1495
H -3.4321 0.6800 -1.1076
H -2.6363 -0.4751 2.0107
H 0.0237 -5.3684 -2.6199
H -0.0773 -0.0706 6.6540
H -2.1864 -5.2405 -1.7098
H -0.6110 0.4785 -2.7071
H -1.9128 0.7729 5.2277
H 0.6199 2.3325 3.5229
H -1.8736 1.0951 1.8070
H 3.7545 -2.7735 5.7693
H -0.4483 4.4333 0.8455
H 1.0052 3.9948 3.0550
H 0.6705 0.4993 -6.8074
H -3.3016 3.7530 -4.0995
H 3.6087 -0.9198 -0.8317
H 1.0484 -3.9059 -2.7207
H 0.9576 -4.8235 -1.2204
H -1.9568 -4.5277 -0.1093
H 0.8448 2.6348 -1.0862
H -2.8597 -3.6300 -1.3240
*
```

- E_HOMO: -0.377 Ha
- E: -67062.1111 eV
- F_max: 0.6 eV Å⁻¹

Record 6
Formula: C5H10BrN3Si
Source: the Open Molecules 2025 dataset
Level of theory: wB97M-V/def2-TZVPD

Geometry as ORCA input:
```
! wB97M-V def2-TZVPD RIJCOSX def2/J DEFGRID3
* xyz 0 1
Br 4.0747 0.9174 0.1935
Si -0.1096 0.0411 -0.0956
N 1.4868 -2.2090 -0.3494
N 3.6629 -1.8363 -0.1563
N 2.7364 -2.7470 -0.3649
C -1.2908 -1.2397 0.4782
C 1.5326 -0.9180 -0.1939
C 0.2647 1.3420 1.1837
C 3.0311 -0.6781 -0.0347
C -0.5368 0.8365 -1.7053
H 2.9208 -3.7279 -0.0193
H 1.1846 1.8686 0.7717
H -0.4594 2.0178 1.2486
H -2.2375 -1.0107 1.0811
H -0.6642 -2.1100 0.8986
H -1.5441 1.2289 -1.6363
H -1.6584 -1.8485 -0.3768
H 0.1322 1.6892 -1.9775
H -0.6503 0.0068 -2.4567
H 0.5075 1.0748 2.1432
*
```

- E_HOMO: -0.347 Ha
- E: -87736.5982 eV
- SMILES: C[Si](C)(C)c1n[nH]nc1Br
- F_max: 4.8 eV Å⁻¹